1.
{
  "formula": "C17H19N3O2S",
  "method": "ωB97M-V with the def2-TZVPD basis set",
  "e_lumo_ev": 0.65,
  "total_energy_ha": -1372.1273,
  "multiplicity": 1,
  "charge": 0,
  "gap_ev": 8.552,
  "smiles": "COc1ccc(CCN(C)c2ncnc3sccc23)cc1OC",
  "de_lowest_kj_mol": 219.3,
  "elements": ["C", "O", "C", "C", "C", "C", "C", "C", "N", "C", "C", "N", "C", "N", "C", "S", "C", "C", "C", "C", "C", "O", "C", "H", "H", "H", "H", "H", "H", "H", "H", "H", "H", "H", "H", "H", "H", "H", "H", "H", "H", "H"],
  "xyz": [[3.5562, 3.4161, -0.9600], [3.7991, 2.1411, -0.4229], [2.8414, 1.1831, -0.5748], [1.6161, 1.3645, -1.1905], [0.7116, 0.3153, -1.2902], [1.0152, -0.9299, -0.7760], [0.0235, -2.0549, -0.8262], [-0.7730, -2.1636, 0.4864], [-1.5334, -0.9662, 0.7755], [-0.9181, 0.0474, 1.5936], [-2.7162, -0.7942, 0.1498], [-3.0467, -1.7541, -0.7258], [-4.1751, -1.6602, -1.3987], [-5.0641, -0.6943, -1.3276], [-4.7712, 0.2505, -0.4434], [-5.8316, 1.5907, -0.1452], [-4.7501, 2.1783, 1.0709], [-3.6470, 1.4165, 1.2373], [-3.6170, 0.2886, 0.3652], [2.2497, -1.1191, -0.1553], [3.1651, -0.0886, -0.0498], [4.3926, -0.1864, 0.5347], [4.8007, -1.4380, 1.0241], [4.4492, 4.0004, -0.7435], [3.4049, 3.3760, -2.0440], [2.6897, 3.8950, -0.4909], [1.3501, 2.3238, -1.6051], [-0.2377, 0.4794, -1.7783], [-0.6883, -1.8981, -1.6361], [0.5349, -3.0045, -0.9908], [-1.4754, -2.9949, 0.3978], [-0.0973, -2.3464, 1.3244], [-1.3914, 0.0997, 2.5794], [0.1336, -0.1949, 1.7272], [-0.9732, 1.0238, 1.1105], [-4.3851, -2.4638, -2.0924], [-5.0098, 3.0726, 1.6024], [-2.9029, 1.6546, 1.9723], [2.4835, -2.0964, 0.2386], [4.8226, -2.1942, 0.2321], [4.1555, -1.7854, 1.8388], [5.8093, -1.2890, 1.4064]]
}



2.
{
  "formula": "C24H54IrN12S",
  "method": "ωB97M-V with the def2-TZVPD basis set",
  "e_lumo_ev": -9.33,
  "total_energy_ha": -2105.5960,
  "multiplicity": 1,
  "charge": 3,
  "gap_ev": 6.800,
  "de_lowest_kj_mol": 169.3,
  "elements": ["Ir", "C", "N", "C", "C", "N", "C", "C", "N", "C", "C", "N", "C", "N", "C", "C", "N", "C", "C", "C", "C", "N", "C", "N", "C", "C", "N", "C", "C", "N", "C", "C", "H", "H", "H", "H", "H", "H", "H", "H", "H", "H", "H", "H", "H", "H", "H", "H", "H", "H", "H", "H", "H", "H", "H", "H", "H", "H", "H", "H", "H", "H", "H", "H", "H", "H", "H", "H", "H", "H", "H", "H", "H", "H", "H", "H", "H", "H", "H", "H", "S", "C", "N", "C", "C", "N", "H", "H", "H", "H", "H", "H"],
  "xyz": [[0.1244, 0.5759, -0.5702], [5.6698, -0.3252, -0.8696], [4.5165, 0.3300, -0.2243], [4.8877, 1.4251, 0.6777], [3.2548, -0.0844, -0.4621], [2.2523, 0.7524, -0.6529], [2.6369, 2.1463, -0.9708], [1.4402, 2.9178, -1.4597], [0.3247, 2.6775, -0.5106], [0.6176, 3.1942, 0.8760], [0.9098, 2.0184, 1.8002], [-0.1108, 0.9921, 1.5430], [-0.9148, 0.6341, 2.5467], [-1.5974, -0.5273, 2.5266], [-2.8382, -0.7244, 3.2737], [-1.1013, -1.7035, 1.8379], [-1.0773, 1.4090, 3.6607], [-0.9773, 0.8334, 5.0007], [-1.4428, 2.8165, 3.6253], [-0.9484, 3.2944, -1.0053], [-2.0912, 2.4337, -0.4901], [-1.8015, 1.0990, -1.0427], [-2.8104, 0.5184, -1.7520], [-2.5685, -0.0354, -2.9454], [-3.3740, -1.1361, -3.4723], [-1.5685, 0.4874, -3.8754], [-4.0583, 0.5378, -1.2640], [-4.3173, 0.5065, 0.1704], [-5.2462, 0.6935, -2.1078], [3.0060, -1.4609, -0.5291], [3.6133, -2.2230, 0.5682], [3.1632, -2.0725, -1.8504], [6.5323, 0.3148, -0.7087], [5.5168, -0.4065, -1.9437], [5.8995, -1.3018, -0.4508], [5.7416, 1.0810, 1.2600], [4.0865, 1.6283, 1.3866], [5.1727, 2.3341, 0.1477], [3.4146, 2.1483, -1.7375], [3.0431, 2.6638, -0.1049], [1.1149, 2.5643, -2.4401], [1.6591, 3.9863, -1.5406], [-0.2635, 3.7365, 1.2057], [1.4365, 3.9148, 0.8447], [0.9726, 2.3192, 2.8419], [1.8778, 1.5914, 1.5414], [-3.2694, 0.2316, 3.5531], [-2.6722, -1.3238, 4.1698], [-3.5415, -1.2570, 2.6323], [-1.6809, -1.9399, 0.9426], [-1.1376, -2.5600, 2.5152], [-0.0774, -1.4963, 1.5418], [-0.6684, -0.2070, 4.9434], [-1.9264, 0.8986, 5.5363], [-0.2241, 1.3838, 5.5671], [-1.7001, 3.1160, 2.6124], [-0.6522, 3.4644, 4.0124], [-2.3305, 2.9654, 4.2435], [-0.9342, 3.2629, -2.0944], [-1.0028, 4.3397, -0.6969], [-3.0540, 2.8157, -0.8269], [-2.1002, 2.4198, 0.6021], [-3.9422, -1.5968, -2.6700], [-2.6917, -1.8758, -3.8905], [-4.0526, -0.8083, -4.2598], [-0.7693, 1.0001, -3.3492], [-2.0364, 1.1775, -4.5805], [-1.1382, -0.3424, -4.4310], [-3.3833, 0.3540, 0.7079], [-4.9997, -0.3159, 0.3902], [-4.7840, 1.4357, 0.5037], [-4.9550, 0.9522, -3.1207], [-5.8450, 1.5086, -1.7010], [-5.8531, -0.2118, -2.1195], [3.3984, -1.7323, 1.5172], [4.6910, -2.3681, 0.4876], [3.1590, -3.2099, 0.5830], [2.6936, -1.4433, -2.6061], [2.6644, -3.0385, -1.8555], [4.2086, -2.2430, -2.1193], [-0.4497, -1.5455, -1.3889], [0.2452, -3.0825, -0.9705], [0.1416, -4.0736, -1.8440], [0.6483, -5.3496, -1.3245], [1.0226, -4.9769, 0.1259], [0.8126, -3.5169, 0.1444], [-0.2252, -3.9393, -2.7720], [1.5103, -5.6741, -1.9059], [-0.1191, -6.1184, -1.3752], [2.0573, -5.2181, 0.3620], [0.3746, -5.4560, 0.8581], [0.8117, -2.9795, 0.9959]]
}



3.
{
  "formula": "C4H5N3O",
  "method": "ωB97M-V with the def2-TZVPD basis set",
  "e_lumo_ev": 0.76,
  "total_energy_ha": -394.7998,
  "multiplicity": 1,
  "charge": 0,
  "gap_ev": 9.947,
  "smiles": "c1nc2n(n1)OCC2",
  "de_lowest_kj_mol": 440.4,
  "elements": ["C", "N", "C", "N", "N", "O", "C", "C", "H", "H", "H", "H", "H"],
  "xyz": [[-2.2808, -0.1751, -0.7790], [-1.2354, -0.8377, -1.2915], [-0.2089, -0.3281, -0.6535], [-0.6159, 0.7547, 0.0307], [-1.9562, 0.8760, 0.1133], [0.2126, 1.1612, 1.0628], [1.3031, 0.2482, 1.0089], [1.2824, -0.5269, -0.2433], [-3.3865, -0.4082, -0.9669], [1.2478, -0.2311, 1.9205], [2.0715, 0.9255, 1.1034], [1.7769, -1.6082, -0.3740], [1.7894, 0.1498, -0.9315]]
}



4.
{
  "formula": "C3F4I2",
  "method": "ωB97M-V with the def2-TZVPD basis set",
  "e_lumo_ev": [-0.78, -0.78],
  "total_energy_ha": -1108.9954,
  "multiplicity": 1,
  "charge": 0,
  "gap_ev": [8.504, 8.506],
  "de_lowest_kj_mol": 0.0,
  "elements": ["C", "C", "C", "F", "F", "F", "F", "I", "I"],
  "xyz": [[0.6412, -0.5534, -0.4112], [1.6086, 0.3085, -0.2100], [-1.4166, 0.0028, 0.4755], [0.4905, -1.5870, -1.1927], [2.7786, 0.2482, -0.7941], [1.4895, 1.2036, 0.6935], [-1.0485, 0.0713, 1.7389], [-1.8479, 1.8526, -0.2654], [-2.6954, -1.5465, -0.0346]]
}



5.
{
  "formula": "CaH12NO9",
  "method": "ωB97M-V with the def2-TZVPD basis set",
  "e_lumo_ev": [-7.24, -11.24],
  "s2": 0.7572,
  "total_energy_ha": -1416.1225,
  "multiplicity": 2,
  "charge": 2,
  "gap_ev": [12.112, 8.076],
  "de_lowest_kj_mol": 0.0,
  "elements": ["Ca", "N", "O", "O", "O", "O", "H", "H", "O", "H", "H", "O", "H", "H", "O", "H", "H", "O", "H", "H", "O", "H", "H"],
  "xyz": [[-0.2648, 0.3421, -0.0298], [2.4379, -1.6710, 1.0076], [2.1581, -1.8348, 2.1757], [1.8306, -0.7717, 0.4147], [3.0846, -2.4745, 0.3543], [0.7422, 1.5175, 1.9467], [0.5903, 1.9163, 2.8035], [1.5712, 1.8932, 1.6506], [-0.6731, -1.8857, -0.9542], [-0.1942, -2.4958, -1.5151], [-1.5955, -2.0715, -1.1301], [-0.3029, 2.5577, -0.8290], [0.4789, 3.0913, -0.6864], [-0.8547, 3.0890, -1.4030], [-1.2611, -0.8181, 1.6718], [-1.7692, -1.6136, 1.5128], [-1.3160, -0.6834, 2.6179], [1.1190, 0.4059, -2.0000], [0.8263, 0.2077, -2.8896], [2.0678, 0.2821, -2.0265], [-2.5026, 0.3616, -0.8734], [-3.1477, 0.6803, -0.2421], [-3.0252, -0.0245, -1.5764]]
}



6.
{
  "formula": "C3H8ClN",
  "method": "ωB97M-V with the def2-TZVPD basis set",
  "e_lumo_ev": 0.72,
  "total_energy_ha": -633.8311,
  "multiplicity": 1,
  "charge": 0,
  "gap_ev": 10.148,
  "de_lowest_kj_mol": 534.4,
  "elements": ["C", "C", "C", "H", "H", "H", "H", "H", "H", "H", "H", "N", "Cl"],
  "xyz": [[1.7943, -0.5376, -0.1275], [0.6863, 0.5451, 0.4580], [-0.7299, -0.2816, 0.4441], [1.1781, -1.4774, -1.0358], [2.7982, 0.1194, -0.5926], [2.3396, -0.9841, 1.1432], [0.7301, 1.6586, -0.0075], [1.1957, 0.2424, 2.7608], [-0.3251, 1.1831, 1.9771], [-0.6367, -1.4412, 0.5007], [-1.5889, -0.0056, 0.8851], [0.7862, 1.0062, 1.8518], [-1.2764, -0.2761, -1.3672]]
}



7.
{
  "formula": "C6H10ClNO2",
  "method": "ωB97M-V with the def2-TZVPD basis set",
  "e_lumo_ev": 0.54,
  "total_energy_ha": -900.0185,
  "multiplicity": 1,
  "charge": 0,
  "gap_ev": 9.237,
  "smiles": "O=C1OCN2CCC[C@@H]12.Cl",
  "de_lowest_kj_mol": 99.9,
  "elements": ["O", "C", "O", "C", "N", "C", "C", "C", "C", "H", "H", "H", "H", "H", "H", "H", "H", "H", "Cl", "H"],
  "xyz": [[-0.7514, 3.1877, -0.3235], [-0.8500, 2.0381, 0.0754], [-1.9580, 1.2814, 0.1096], [-1.6671, 0.0153, 0.6780], [-0.2858, -0.0568, 0.7112], [0.4012, -1.0089, -0.1691], [1.2450, -0.1571, -1.0198], [1.5912, 1.0720, -0.1548], [0.3099, 1.1702, 0.7583], [-2.0540, -0.6378, -0.0408], [-2.1464, 0.0693, 1.7210], [-0.3612, -1.6000, -0.6461], [0.9168, -1.8204, 0.4034], [0.7600, 0.0307, -1.9570], [2.1298, -0.7221, -1.3415], [2.3360, 0.9601, 0.6040], [1.8452, 1.9805, -0.7407], [0.5353, 1.5465, 1.6678], [-4.7530, -1.4557, -0.0864], [-4.6380, -2.6554, -0.5063]]
}



8.
{
  "formula": "C2H3O3",
  "method": "ωB97M-V with the def2-TZVPD basis set",
  "e_lumo_ev": 4.51,
  "total_energy_ha": -303.7710,
  "multiplicity": 1,
  "charge": -1,
  "gap_ev": 8.946,
  "smiles": "COC(=O)[O-]",
  "de_lowest_kj_mol": 38.7,
  "elements": ["C", "O", "C", "O", "O", "H", "H", "H"],
  "xyz": [[0.1018, 1.0561, 0.1451], [-0.4988, 0.1605, -0.6764], [-0.1815, -1.5025, -0.2847], [-0.8239, -2.1761, -1.0743], [0.4639, -1.6253, 0.6746], [0.1030, 2.0503, -0.3055], [1.1214, 0.9256, 0.3026], [-0.2861, 1.1114, 1.2186]]
}